# 1
Molecular formula: C24H34N4O3
Method: DFT, ωB97M-V with the def2-TZVPD basis set

XYZ file:
```
65
Properties=species:S:1:pos:R:3:forces:R:3:mulliken_charge:R:1
C 3.67574 2.91774 2.20430 -0.0715 0.0307 0.0422 -1.66
C 2.33814 2.60920 1.60296 0.0286 0.0484 -0.0445 0.85
C 1.84964 3.33358 0.52374 0.0791 -0.1645 0.2187 -0.71
C 0.59900 3.08202 -0.00934 -0.1772 0.0358 -0.1774 -0.62
C -0.19953 2.08500 0.54028 0.3110 0.2767 0.0492 0.54
N -1.49004 1.81362 0.08786 -0.0787 -0.3403 0.3314 -0.03
C -2.21528 2.41454 -0.88405 -0.3353 -0.2189 0.0366 0.59
O -1.83801 3.30066 -1.61861 0.0694 0.2364 -0.1596 -0.69
C -3.65444 1.88906 -0.91662 0.0018 0.0062 -0.0510 -0.94
N -3.75505 0.52012 -0.44913 -0.1845 0.1093 -0.1179 0.55
C -3.38801 -0.43095 -1.48771 0.0396 -0.0941 0.0066 -0.76
C -3.28772 -1.85320 -0.88717 -0.0130 -0.1366 -0.2174 -0.98
N -3.88420 -1.96497 0.43145 0.0062 0.0084 0.1405 -0.01
C -3.04058 -1.59239 1.55444 0.1370 -0.3283 0.1957 -0.04
C -1.78723 -2.46505 1.65626 -0.3739 -0.0713 0.3113 -1.59
N -0.73635 -1.94811 0.81682 0.2709 0.3783 -0.2765 0.18
C 0.46209 -2.37348 0.92009 0.0008 -0.1353 0.1081 -0.97
C 1.50964 -1.90655 0.04571 -0.1355 0.0305 0.1074 0.75
C 1.25637 -0.95041 -0.90645 0.0231 -0.1201 0.0281 0.62
O 0.05906 -0.43403 -1.07006 0.1749 -0.0069 -0.2219 -0.46
C 2.30380 -0.43246 -1.83530 0.0401 0.0253 0.0461 -1.56
C 3.73169 -0.68823 -1.33951 0.0589 0.0007 -0.1095 2.18
C 4.71915 -0.42519 -2.47784 -0.2173 -0.0754 0.1930 -2.27
C 4.05299 0.23589 -0.16544 -0.0340 -0.1678 -0.1350 -1.77
C 3.83179 -2.14874 -0.89097 0.1370 0.0302 0.1215 -1.31
C 2.83727 -2.50360 0.19535 0.1557 0.2262 -0.4219 0.28
O 3.11864 -3.26623 1.09752 -0.0144 -0.1023 0.1497 -0.70
C -5.16622 -1.29734 0.42675 -0.0745 0.0285 -0.0278 -0.97
C -5.06528 0.21347 0.10718 -0.0458 0.0065 0.1697 -0.94
C 0.29030 1.33720 1.60980 -0.0688 0.0680 -0.0484 -0.15
C 1.54142 1.59844 2.12967 -0.0252 0.1050 -0.0721 -0.83
H 4.17565 2.00737 2.52757 0.1062 -0.0515 0.0304 0.35
H 3.55148 3.55974 3.07714 0.0935 0.0371 0.0630 0.42
H 4.31322 3.43689 1.49282 0.0986 0.0289 -0.0236 0.36
H 2.45612 4.11751 0.09256 0.0675 0.0820 -0.0506 0.37
H 0.23045 3.65690 -0.84231 -0.0307 0.0217 -0.0389 0.56
H -1.97547 1.04885 0.54713 -0.0177 0.1655 -0.1547 -0.09
H -4.22802 2.53636 -0.24430 0.0139 -0.0290 -0.0558 0.42
H -4.05592 2.02932 -1.93192 0.0919 0.0190 0.0932 0.36
H -4.12931 -0.41367 -2.30579 0.0642 0.0538 0.0007 0.44
H -2.42608 -0.12339 -1.90187 -0.0201 -0.0176 -0.0941 0.48
H -2.25098 -2.17456 -0.82688 -0.1171 -0.0231 -0.1340 0.19
H -3.81892 -2.55623 -1.53808 0.1007 0.0509 -0.0385 0.37
H -3.64201 -1.74995 2.45447 0.0239 0.0658 -0.0004 0.47
H -2.73465 -0.53553 1.53239 -0.0195 -0.1040 0.1244 0.13
H -1.45696 -2.51408 2.70193 -0.0179 0.0175 -0.0797 0.65
H -2.04388 -3.48385 1.34348 -0.0347 0.0568 0.0526 0.39
H 0.76340 -3.12434 1.65518 -0.0855 -0.0202 0.0455 0.53
H -0.54657 -0.86345 -0.37943 0.0532 -0.1472 0.0752 0.51
H 2.12461 0.63436 -1.98796 -0.0293 0.0223 -0.0132 0.44
H 2.15664 -0.92321 -2.80371 -0.0459 0.0014 -0.0321 0.43
H 4.63088 0.60165 -2.82485 0.0133 0.1445 -0.0693 0.41
H 4.53093 -1.08946 -3.31860 -0.0145 -0.0751 -0.1239 0.47
H 5.73973 -0.58502 -2.13894 0.1389 -0.0101 0.0342 0.44
H 3.99023 1.27694 -0.47216 -0.0242 0.1502 -0.0063 0.53
H 3.35194 0.07918 0.65005 -0.0408 0.0771 0.1420 0.21
H 5.05828 0.04373 0.20202 0.1439 -0.0260 0.0565 0.47
H 4.83536 -2.37809 -0.52899 -0.0201 -0.0297 0.0138 0.42
H 3.62523 -2.80921 -1.73904 0.0047 -0.0417 -0.0617 0.42
H -5.64984 -1.44489 1.39431 -0.0519 -0.0062 -0.0584 0.39
H -5.77627 -1.79454 -0.33265 -0.0549 0.0290 0.0528 0.35
H -5.87654 0.49817 -0.58402 0.0348 0.0232 0.0372 0.40
H -5.17914 0.80431 1.02110 -0.0650 0.0147 -0.0810 0.48
H -0.31676 0.55009 2.03496 -0.0836 -0.0867 0.0310 0.32
H 1.90444 1.01254 2.96238 0.0397 -0.0826 0.0886 0.35
```
Forces are in eV/Å.

Output
ΔE to the lowest compared entry with this formula, charge and spin: 89.7 kJ/mol
SMILES: Cc1ccc(NC(=O)CN2CCN(CC/N=C/C3=C(O)CC(C)(C)CC3=O)CC2)cc1
Multiplicity: 1
E_LUMO: 0.0202 Ha



# 2
Molecular formula: C24H34N6O2
Method: DFT, ωB97M-V with the def2-TZVPD basis set

XYZ file:
```
66
Properties=species:S:1:pos:R:3:forces:R:3:mulliken_charge:R:1
C -2.25747 -0.04828 -1.87890 0.3742 -0.1786 0.0312 -1.11
N -1.74022 -1.24192 -1.21132 -0.5511 -0.4453 0.2947 0.50
C -0.54522 -1.80758 -1.40975 -0.2859 0.8209 0.2717 0.37
O 0.27675 -1.29597 -2.16101 0.6462 -0.4256 -0.4247 -0.82
C -0.16855 -3.10876 -0.66694 -0.3622 -0.2808 0.2295 0.00
C -0.67504 -4.36044 -1.40858 -0.4644 -0.2093 -0.3713 -1.60
C -2.12641 -4.36005 -1.78090 -0.6514 -0.4861 0.6574 0.57
C -2.63548 -3.77172 -2.88744 -0.0843 -0.0845 0.3329 -0.75
N -4.01195 -3.85831 -2.86984 -0.6329 0.6037 -0.9451 0.01
C -4.46302 -4.51591 -1.74624 1.2032 -0.3438 0.4366 -0.73
C -5.74585 -4.83306 -1.27795 0.1861 -0.2996 0.4666 -0.86
C -5.87470 -5.54551 -0.07395 0.7648 0.4786 -0.8148 -0.48
C -4.72523 -5.94348 0.63253 0.8195 0.4851 -0.7416 -0.87
C -3.44122 -5.61836 0.15208 -0.7219 0.1712 -0.1610 0.09
C -3.27612 -4.88187 -1.04218 -0.5302 -0.2675 0.5386 1.15
N -0.46887 -3.18485 0.78088 0.8924 0.1332 -0.5109 -0.09
C -1.60610 -2.97435 1.45259 -1.0600 0.1433 0.5602 0.75
C -1.54485 -3.22564 2.94088 0.0044 -0.1343 -0.0960 -1.47
O -2.65731 -2.60026 0.95926 -0.1736 0.1048 -0.3515 -0.73
H -1.77452 0.08888 -2.84840 0.0195 -0.0220 0.1760 0.38
H -2.06891 0.83230 -1.26254 -0.0171 0.0471 -0.1795 0.31
H -3.33293 -0.14980 -2.03021 0.0724 -0.1419 0.0779 0.34
H -2.36479 -1.72674 -0.57295 0.0074 -0.0182 0.1100 0.13
H 0.91862 -3.14942 -0.74067 -0.0674 0.2154 0.1272 0.37
H -0.09997 -4.45538 -2.33077 0.1326 0.0448 0.0065 0.51
H -0.46279 -5.24629 -0.80856 0.1921 0.0582 0.0966 0.43
H -2.04618 -3.25907 -3.63929 -0.5058 -0.0098 -0.1437 0.47
H -4.60385 -3.46619 -3.58690 0.1103 -0.1217 0.1810 0.21
H -6.62057 -4.53472 -1.83471 -0.1325 0.0363 -0.0592 0.39
H -6.85576 -5.79266 0.30783 -0.0171 0.0272 -0.0536 0.40
H -4.83046 -6.49462 1.55650 0.0488 -0.0272 0.0133 0.39
H -2.56725 -5.91936 0.70720 0.1401 -0.1090 0.1896 0.41
H 0.30422 -3.47382 1.35636 0.0936 0.0179 -0.1110 0.30
H -0.95381 -2.44400 3.41344 0.0974 -0.0238 0.1469 0.36
H -2.55859 -3.20800 3.34086 0.1504 0.0418 -0.1095 0.34
H -1.10200 -4.20098 3.13148 0.1344 -0.0224 0.1998 0.41
C 5.80122 8.13693 0.24345 0.0009 -0.7039 0.3396 -0.90
N 5.13757 6.91653 0.72002 -0.4021 0.2544 -0.3046 -0.22
C 5.49020 5.66888 0.02739 0.0061 0.4075 0.6763 -0.78
C 4.56089 4.53891 0.46852 -0.0591 0.3899 -0.2889 -0.62
C 3.09259 4.90222 0.20060 0.0503 -0.0874 0.0068 -0.94
C 2.18996 3.72281 0.39868 -0.5507 -0.2991 0.2079 0.41
C 1.83657 3.31331 1.69036 0.1032 0.0796 -0.1736 -0.54
C 0.98298 2.22595 1.86874 0.0488 0.0156 -0.5852 0.68
C 0.57692 1.76547 3.24066 -0.0675 0.0958 -0.0459 -1.49
C 0.52204 1.58708 0.71857 -0.0677 -0.0147 0.7678 -0.24
C 0.92490 2.06664 -0.51932 0.3132 -0.0636 -0.1974 -0.08
N 0.52822 1.52781 -1.69360 -0.5987 -0.9834 -0.6889 -0.28
N 1.73711 3.09190 -0.69123 0.9552 1.4426 0.8898 -0.55
H 5.42243 9.00818 0.78650 0.0121 -0.1668 -0.0816 0.30
H 5.60913 8.28427 -0.82423 -0.0315 -0.0846 0.1693 0.28
H 6.88252 8.07169 0.40018 0.2132 0.2414 -0.1611 0.31
H 5.24043 6.81418 1.72989 0.0725 -0.0003 -0.4264 0.22
H 5.40209 5.80815 -1.05562 -0.0413 0.1586 0.1316 0.43
H 6.52840 5.39966 0.24743 0.2154 -0.1790 -0.1831 0.40
H 4.70614 4.33419 1.53359 0.0075 -0.0739 -0.0177 0.29
H 4.82090 3.63217 -0.08733 -0.0215 0.0264 0.1055 0.31
H 2.77734 5.71265 0.86377 0.1430 -0.0610 -0.0883 0.31
H 2.98706 5.26094 -0.82774 0.0035 -0.0808 0.0860 0.33
H 2.22501 3.85468 2.54507 -0.0336 0.0119 0.0155 0.36
H 1.15357 0.88069 3.52529 -0.0850 0.0498 0.0486 0.28
H 0.75365 2.55107 3.98128 0.0042 -0.1601 -0.0772 0.37
H -0.48726 1.51145 3.25669 0.1446 -0.0489 0.0474 0.37
H -0.15023 0.73956 0.76965 -0.0707 -0.0328 0.0511 0.65
H 1.03683 1.93617 -2.46920 -0.1212 -0.3274 0.1117 0.29
H 0.41718 0.51210 -1.70997 0.0254 0.4161 -0.4056 -0.01
```
Forces are in eV/Å.

Output
ΔE to the lowest compared entry with this formula, charge and spin: 32.4 kJ/mol
SMILES: CNC(=O)[C@H](Cc1c[nH]c2ccccc12)NC(C)=O.CNCCCc1cc(C)cc(N)n1
Multiplicity: 1
E_LUMO: 0.0178 Ha



Record order is preserved below.
Gap between HOMO and LUMO: 0.3201, 0.2976 Ha